# 1
# H3NO3Si

The molecule H3NO3Si in a non-equilibrium geometry (wB97M-V/def2-TZVPD, OMol25).

Kohn-Sham gap = 10.19 eV
structure (SMILES) = O=[N+]([O-])O[SiH3]
maximum force = 6.66 eV Å⁻¹
DFT total energy = -571.6043 Eh

Each line ends with the natural charge from an NBO analysis.
Cartesian coordinates (Å):
O: -2.823 -0.808 -1.071  -0.21
N: -3.063 -0.184 -0.152  0.79
O: -3.985 0.077 0.534  -0.24
O: -1.664 0.529 0.474  -0.93
Si: -0.225 0.023 0.270  1.22
H: 0.752 0.709 1.154  -0.17
H: -0.083 -1.459 0.522  -0.23
H: 0.021 0.160 -1.223  -0.22

# 2
# H3NO3Si

The molecule H3NO3Si in a non-equilibrium geometry (wB97M-V/def2-TZVPD, OMol25).

Kohn-Sham gap = 10.73 eV
structure (SMILES) = O=[N+]([O-])[SiH2]O
maximum force = 3.68 eV Å⁻¹
DFT total energy = -571.7055 Eh

Each line ends with the natural charge from an NBO analysis.
Cartesian coordinates (Å):
O: 0.877 0.384 1.581  -0.40
N: 0.800 0.755 0.382  0.19
O: 1.434 1.735 -0.034  -0.35
Si: -0.253 -0.260 -0.679  1.47
O: -1.202 -1.067 0.427  -1.11
H: 0.700 -1.191 -1.547  -0.16
H: -1.238 0.524 -1.545  -0.17
H: -1.119 -0.880 1.415  0.54

# 3
# H3NO4P

An isolated ion of composition H3NO4P and charge -1 in a non-equilibrium geometry (wB97M-V/def2-TZVPD, OMol25).

Kohn-Sham gap = 9.54 eV
structure (SMILES) = N[P@](=O)([O-])OO
total charge = -1
maximum force = 2.61 eV Å⁻¹
DFT total energy = -698.9481 Eh

Each line ends with the natural charge from an NBO analysis.
Cartesian coordinates (Å):
N: -0.197 0.372 -0.820  -1.20
P: 1.320 0.361 -0.039  2.39
O: 1.290 1.377 1.056  -1.16
O: 2.454 0.353 -0.994  -1.16
O: 1.194 -1.204 0.536  -0.59
O: 0.481 -1.125 1.828  -0.49
H: 0.058 -0.403 -1.447  0.36
H: -0.498 1.155 -1.376  0.37
H: 0.774 -0.139 1.822  0.47

# 4
# H3NP2S

The molecule H3NP2S in a non-equilibrium geometry (wB97M-V/def2-TZVPD, OMol25).

Kohn-Sham gap (alpha / beta) = 5.12 / 6.25 eV
maximum force = 2.80 eV Å⁻¹
DFT total energy = -1137.3747 Eh

Each line ends with the natural charge from an NBO analysis.
Cartesian coordinates (Å):
N: 0.617 -0.250 -0.004  -1.14
P: 1.601 1.037 0.116  0.74
P: -1.011 -0.747 0.502  0.65
S: -2.211 0.576 -0.299  -0.59
H: 1.197 -1.128 -0.051  0.43
H: 0.715 2.124 0.484  -0.04
H: -0.907 -1.611 -0.748  -0.05

# 5
# H3O2SSi

An isolated ion of composition H3O2SSi and charge -1 in a non-equilibrium geometry (wB97M-V/def2-TZVPD, OMol25).

Kohn-Sham gap = 6.27 eV
structure (SMILES) = [O-]SO[SiH3]
total charge = -1
maximum force = 2.30 eV Å⁻¹
DFT total energy = -839.9702 Eh

Each line ends with the natural charge from an NBO analysis.
Cartesian coordinates (Å):
O: 2.950 0.828 -0.206  -0.96
S: 2.007 -0.383 -0.308  0.65
O: 0.431 -0.336 0.860  -1.18
Si: -0.979 -0.086 0.151  1.27
H: -2.127 -0.013 1.030  -0.26
H: -1.013 1.166 -0.807  -0.25
H: -1.269 -1.176 -0.721  -0.27

# 6
# H3O3PS

A 2-piece molecular cluster, H3O3PS overall in a non-equilibrium geometry (wB97M-V/def2-TZVPD, OMol25).

Kohn-Sham gap = 8.59 eV
structure (SMILES) = O=PSO.O
maximum force = 1.47 eV Å⁻¹
DFT total energy = -967.0554 Eh

Each line ends with the natural charge from an NBO analysis.
Cartesian coordinates (Å):
O: -0.588 0.167 1.016  -1.04
P: -0.358 -0.513 -0.305  1.14
S: -1.564 -2.270 -0.020  0.24
O: -2.224 -1.857 1.420  -0.84
H: -1.774 -1.059 1.697  0.51
O: 1.954 1.521 -1.195  -0.95
H: 2.242 1.889 -2.070  0.48
H: 2.312 2.123 -0.541  0.48

# 7
# H3O4PS

A 2-piece molecular cluster, H3O4PS overall in a non-equilibrium geometry (wB97M-V/def2-TZVPD, OMol25).

Kohn-Sham gap = 9.41 eV
structure (SMILES) = O=P(O)=S.OO
maximum force = 4.43 eV Å⁻¹
DFT total energy = -1042.2403 Eh

Each line ends with the natural charge from an NBO analysis.
Cartesian coordinates (Å):
O: -0.869 1.873 0.834  -1.01
P: -0.525 1.167 -0.425  1.97
O: -1.388 0.039 -0.930  -0.99
S: 0.506 1.859 -1.930  -0.57
H: -1.262 -0.206 -1.861  0.55
O: 0.557 -0.527 0.882  -0.48
O: 0.801 -1.894 0.960  -0.43
H: 0.418 -0.189 1.802  0.50
H: 1.762 -2.121 0.667  0.47

# 8
# H3O5

A 2-piece molecular cluster, H3O5 overall in a non-equilibrium geometry (wB97M-V/def2-TZVPD, OMol25).

Kohn-Sham gap (alpha / beta) = 8.00 / 8.36 eV
total charge = +1
maximum force = 5.27 eV Å⁻¹
DFT total energy = -377.1871 Eh

Each line ends with the natural charge from an NBO analysis.
Cartesian coordinates (Å):
O: -1.816 0.511 -0.130  -0.79
O: 0.021 0.483 0.730  0.08
O: 1.249 -1.160 -0.033  -0.28
O: 1.753 0.816 -0.514  -0.10
O: 0.994 0.129 0.128  0.54
H: -1.946 -0.426 -0.281  0.50
H: -2.465 0.860 0.421  0.51
H: 2.210 -1.213 -0.322  0.54

# 9
# H3O5PS

H3O5PS as an isolated structure in a non-equilibrium geometry (wB97M-V/def2-TZVPD, OMol25).

Kohn-Sham gap = 10.63 eV
maximum force = 2.53 eV Å⁻¹
DFT total energy = -1117.5753 Eh

Each line ends with the natural charge from an NBO analysis.
Cartesian coordinates (Å):
O: 1.094 0.278 -2.681  -0.91
O: -1.142 0.070 -1.861  -0.96
O: -1.464 -0.225 0.762  -0.98
O: 1.061 -0.080 -0.017  -1.01
O: 0.256 -0.077 2.586  -0.99
P: -0.229 0.695 1.296  1.59
S: 0.179 -0.505 -1.928  1.74
H: -1.630 0.220 -0.078  0.52
H: 1.452 0.671 -0.506  0.49
H: 0.421 -1.047 2.428  0.52

# 10
# H3O6SSi

A 2-piece molecular cluster, H3O6SSi overall in a non-equilibrium geometry (wB97M-V/def2-TZVPD, OMol25).

Kohn-Sham gap = 9.55 eV
total charge = -1
maximum force = 3.39 eV Å⁻¹
DFT total energy = -1141.1313 Eh

Each line ends with the natural charge from an NBO analysis.
Cartesian coordinates (Å):
O: -1.311 -1.260 -0.363  -1.01
O: -3.374 0.248 0.199  -0.97
O: -1.111 1.219 0.405  -1.03
O: 1.402 -1.269 -0.116  -1.16
O: 3.712 0.050 -0.122  -1.27
O: 1.400 1.487 0.112  -1.18
Si: 2.224 0.103 -0.049  2.37
S: -2.112 0.474 -0.446  1.70
H: 0.333 -1.107 -0.292  0.54
H: -1.510 -1.563 0.549  0.47
H: 0.346 1.617 0.122  0.55

# 11
# H3OPS2

A 2-piece molecular cluster, H3OPS2 overall in a non-equilibrium geometry (wB97M-V/def2-TZVPD, OMol25).

Kohn-Sham gap (alpha / beta) = 8.54 / 6.64 eV
maximum force = 2.98 eV Å⁻¹
DFT total energy = -1214.6422 Eh

Each line ends with the natural charge from an NBO analysis.
Cartesian coordinates (Å):
O: -2.377 -1.087 -0.061  -0.80
P: -0.945 1.329 -0.548  0.11
S: 2.079 -1.561 -0.222  -0.13
S: -1.127 -0.603 0.477  0.75
H: 0.353 1.064 -1.139  0.01
H: -0.259 1.825 0.610  -0.01
H: 2.277 -0.966 0.883  0.08

# 12
# H3OS2

A 2-piece molecular cluster, H3OS2 overall (wB97M-V/def2-TZVPD, OMol25).

Kohn-Sham gap = 6.23 eV
total charge = -1
maximum force = 0.44 eV Å⁻¹
DFT total energy = -873.4623 Eh

Each line ends with the natural charge from an NBO analysis.
Cartesian coordinates (Å):
O: 1.474 0.184 1.250  -0.97
H: 1.324 -0.726 0.939  0.48
S: -1.606 -1.188 -0.047  -0.77
S: -0.657 -0.040 -1.538  -0.30
H: 0.781 0.652 0.767  0.48
H: -1.316 1.117 -1.370  0.08

# 13
# H3PS2

A 2-piece molecular cluster, H3PS2 overall in a non-equilibrium geometry (wB97M-V/def2-TZVPD, OMol25).

Kohn-Sham gap (alpha / beta) = 6.94 / 6.02 eV
maximum force = 2.63 eV Å⁻¹
DFT total energy = -1139.3440 Eh
2S+1 = 3

Each line ends with the Mulliken spin population.
Cartesian coordinates (Å):
P: 0.079 1.225 0.458  0.00
S: 0.628 -1.983 -0.441  0.64
S: -0.565 -0.416 -0.803  0.48
H: -0.889 2.213 0.225  0.00
H: 0.940 1.887 -0.418  0.03
H: -0.193 -2.926 0.980  0.85

# 14
# H3S3

A 2-piece molecular cluster, H3S3 overall in a non-equilibrium geometry (wB97M-V/def2-TZVPD, OMol25).

Kohn-Sham gap = 6.29 eV
total charge = -1
maximum force = 1.43 eV Å⁻¹
DFT total energy = -1196.3793 Eh

Each line ends with the natural charge from an NBO analysis.
Cartesian coordinates (Å):
S: 2.355 0.160 0.738  -0.34
H: 2.441 1.308 0.097  0.11
S: -2.544 -0.728 -0.018  -0.90
S: 0.360 -0.149 -0.345  -0.13
H: -2.402 -0.396 -1.313  0.10
H: -0.209 -0.195 0.841  0.16

# 15
# H3S3

A 2-piece molecular cluster, H3S3 overall in a non-equilibrium geometry (wB97M-V/def2-TZVPD, OMol25).

Kohn-Sham gap = 6.27 eV
total charge = -1
maximum force = 2.01 eV Å⁻¹
DFT total energy = -1196.3856 Eh

Each line ends with the natural charge from an NBO analysis.
Cartesian coordinates (Å):
S: -0.086 0.394 2.002  -0.18
H: -0.944 1.195 1.492  0.12
S: 0.134 0.722 -2.445  -0.96
S: 0.040 -1.152 0.596  -0.26
H: -0.378 -0.059 -3.320  0.08
H: -0.081 -0.571 -0.628  0.21

# 16
# H40O20

A 20-piece molecular cluster, H40O20 overall in a non-equilibrium geometry (wB97M-V/def2-TZVPD, OMol25).

Kohn-Sham gap (alpha / beta) = 10.96 / 3.05 eV
total charge = +1
maximum force = 3.31 eV Å⁻¹
DFT total energy = -1528.2840 Eh
2S+1 = 2

Each line ends with the Mulliken spin population.
Cartesian coordinates (Å):
O: -3.579 4.022 2.192  0.00
H: -3.775 3.819 3.098  0.00
H: -3.062 3.281 1.839  0.00
O: 1.523 -4.731 0.610  0.00
H: 2.061 -4.041 0.985  0.00
H: 1.137 -5.304 1.273  0.00
O: -0.594 -2.814 2.043  0.00
H: -0.695 -1.945 2.438  0.00
H: -0.932 -3.560 2.532  0.00
O: -0.710 1.790 0.147  0.28
H: -1.628 1.554 -0.243  -0.01
H: -0.198 0.985 0.425  -0.01
O: -1.313 2.206 3.967  0.00
H: -1.630 2.593 3.154  0.00
H: -0.497 2.736 4.275  0.00
O: 0.165 -0.979 -4.239  0.23
H: 0.374 -1.954 -4.286  -0.01
H: 0.347 -0.584 -3.366  -0.01
O: -0.042 -3.636 -4.071  0.02
H: -0.660 -4.345 -3.861  0.00
H: 0.736 -3.420 -3.570  0.00
O: 4.095 3.233 -1.394  0.00
H: 3.834 4.147 -1.326  0.00
H: 4.619 3.094 -2.216  0.00
O: 2.293 -0.354 2.177  0.00
H: 2.818 0.311 2.748  0.00
H: 1.804 -0.888 2.851  0.00
O: 0.206 -4.856 -1.598  0.00
H: 0.916 -5.434 -1.288  0.00
H: -0.106 -4.117 -1.116  0.00
O: 4.545 0.711 1.096  0.00
H: 5.034 0.812 0.258  0.00
H: 4.228 -0.191 1.110  0.00
O: -3.756 1.896 -1.225  0.00
H: -3.944 1.604 -0.311  0.00
H: -3.740 1.202 -1.845  0.00
O: 1.678 0.683 -1.345  0.13
H: 2.439 0.801 -0.793  -0.01
H: 1.597 1.370 -1.987  -0.01
O: -0.225 4.273 -1.269  0.05
H: -0.827 3.938 -0.597  0.00
H: 0.313 4.959 -0.834  0.00
O: -2.491 -0.360 -3.109  0.35
H: -1.773 -0.518 -3.824  -0.01
H: -2.127 0.261 -2.499  -0.02
O: -3.620 -1.615 1.264  0.00
H: -3.844 -2.539 1.242  0.00
H: -2.881 -1.259 0.788  0.00
O: -1.223 -0.356 3.037  0.00
H: -0.365 -0.016 2.787  0.00
H: -1.865 0.274 3.433  0.00
O: 2.464 -1.633 0.086  0.00
H: 2.465 -2.322 -0.576  0.00
H: 3.150 -1.813 0.740  0.00
O: 0.751 3.750 1.670  0.00
H: 1.374 4.466 1.568  0.00
H: 1.126 3.330 0.827  0.00
O: -0.745 -1.103 -0.524  0.03
H: 0.122 -1.451 -0.293  0.00
H: -1.240 -1.604 0.242  0.00

# 17
# H41O20

A 20-piece molecular cluster, H41O20 overall in a non-equilibrium geometry (wB97M-V/def2-TZVPD, OMol25).

Kohn-Sham gap (alpha / beta) = 2.79 / 10.33 eV
maximum force = 2.82 eV Å⁻¹
DFT total energy = -1529.2472 Eh
2S+1 = 2

Each line ends with the Mulliken spin population.
Cartesian coordinates (Å):
O: 0.766 1.047 4.061  -0.01
H: -1.448 1.538 -5.114  0.00
O: 0.482 -1.318 -3.808  -0.06
H: 0.418 -1.805 -4.627  0.01
H: 1.363 -0.997 -3.583  0.02
O: 3.221 -0.878 0.403  0.08
H: 3.379 -1.777 0.717  -0.02
H: 4.012 -0.651 -0.097  0.02
O: 3.257 1.880 0.109  -0.03
H: 3.356 2.292 -0.761  0.05
H: -2.346 0.734 3.263  0.00
O: -0.406 -0.475 -0.736  0.35
H: -1.236 -2.633 -3.375  0.00
H: 2.316 1.657 0.208  0.17
O: -1.414 -3.554 -3.143  -0.01
H: -3.159 0.199 0.798  -0.01
H: -1.505 -4.068 -3.948  0.00
O: -2.843 0.784 1.501  0.02
H: -1.514 1.920 3.133  0.02
H: 2.470 -0.597 -1.455  0.02
O: -3.471 -1.264 -0.517  -0.01
H: -2.725 -1.691 -0.948  0.00
H: -4.014 -1.873 -0.011  0.00
O: 0.467 -1.169 2.115  0.00
H: 0.042 -1.018 1.251  0.03
H: -1.342 -0.445 -0.541  -0.06
O: -2.864 -4.043 1.309  0.01
H: -1.961 -4.302 1.510  0.00
H: -3.379 -4.401 2.039  0.00
O: -0.486 -3.102 -0.671  0.04
H: -0.195 -3.408 -1.538  0.00
H: -2.623 1.563 0.941  0.03
O: -0.543 4.305 -0.064  -0.26
H: 0.147 4.096 -0.736  0.11
H: -0.514 5.226 -0.390  0.07
O: 0.024 2.208 -2.164  -0.35
H: 0.487 1.413 -1.844  0.08
H: 0.378 2.423 -3.044  0.15
O: -2.036 2.211 -4.750  0.02
H: 1.149 0.274 4.505  0.00
H: -1.920 2.181 -3.794  0.01
O: -1.766 1.291 3.865  0.00
H: -0.949 -3.799 -0.200  0.00
H: 1.479 1.181 3.418  0.02
O: -2.568 2.557 -0.484  0.09
H: -2.524 2.412 -1.435  0.02
H: -1.816 3.168 -0.349  0.06
O: 2.469 -3.702 1.801  0.00
H: 2.365 -3.033 2.486  0.00
H: 1.579 -4.019 1.608  0.01
O: 2.952 -0.206 -2.200  -0.08
H: -0.845 0.900 4.053  -0.01
H: 2.532 0.679 -2.174  0.14
O: 3.808 1.427 2.907  0.11
H: 4.650 1.197 3.315  -0.02
H: 4.109 1.816 2.067  0.02
O: -0.498 2.437 1.644  0.16
H: 0.064 2.223 0.875  0.06
H: -0.204 3.348 1.786  0.03
H: -0.014 -1.311 -1.023  -0.07
H: 1.386 -1.048 1.838  0.02